# 1
C66H57N9O18 | wB97M-V/def2-TZVPD

CARTESIAN COORDINATES (ANGSTROEM)
C: -0.00625 -4.84817 3.28737
C: 0.99053 -5.76009 3.57904
C: 2.24289 -5.64427 2.89824
C: 2.41073 -4.62839 1.94944
C: 1.39936 -3.72081 1.68607
C: 0.20353 -3.85588 2.35146
N: 3.67969 -4.60547 1.23658
O: 3.86765 -3.74949 0.39549
O: 4.49189 -5.51149 1.45197
H: -0.88828 -4.90033 3.85852
H: 0.81643 -6.46389 4.38684
H: 3.05046 -6.28086 3.17129
H: 1.59737 -2.85423 1.12024
H: -0.59189 -3.14533 2.14881
C: 3.67478 2.24065 -1.32728
C: 3.53698 3.39559 -2.11064
C: 2.69221 4.41001 -1.63058
C: 2.02954 4.19893 -0.42512
C: 2.14365 3.05065 0.30172
C: 2.95604 1.97223 -0.15074
N: 1.10769 5.25141 0.13062
O: 0.82437 6.14075 -0.66999
O: 0.66386 5.27036 1.25292
H: 4.34847 1.51329 -1.75206
H: 4.13572 3.53950 -2.99735
H: 2.55621 5.32910 -2.15299
H: 1.53470 2.99848 1.22191
H: 3.05965 1.08365 0.48627
C: -1.05410 -0.38996 6.79438
C: 0.34396 -0.37863 6.91976
C: 1.10286 0.62449 6.29965
C: 0.36482 1.59503 5.64855
C: -1.00544 1.54880 5.48761
C: -1.74813 0.58247 6.13479
N: 1.08259 2.73740 5.02703
O: 2.27701 2.76113 5.17176
O: 0.45127 3.57869 4.41288
H: -1.51876 -1.13115 7.40957
H: 0.85684 -1.27314 7.33728
H: 2.16748 0.57238 6.13376
H: -1.50581 2.31188 4.91696
H: -2.83347 0.53427 6.09841
C: 6.68658 1.82326 1.67828
C: 6.78426 0.46906 1.35420
C: 5.85364 -0.43432 1.89524
C: 4.80479 0.08606 2.66921
C: 4.66445 1.45778 2.92896
C: 5.63469 2.27942 2.46476
N: 3.78181 -0.81556 3.24905
O: 2.92490 -0.33464 3.95447
O: 3.72498 -1.95918 2.85422
H: 7.49591 2.51242 1.37608
H: 7.65638 0.09274 0.83480
H: 5.83874 -1.48609 1.67095
H: 3.79321 1.81348 3.51559
H: 5.65212 3.29549 2.83926
C: -2.54950 -0.59571 -7.98671
C: -2.27758 0.52078 -7.19609
C: -2.39894 0.42220 -5.82876
C: -2.62878 -0.83299 -5.28446
C: -2.97287 -1.98182 -6.02929
C: -2.93726 -1.83664 -7.41511
N: -2.67805 -0.94983 -3.81203
O: -2.20845 -0.08155 -3.13010
O: -3.28774 -1.91522 -3.38470
H: -2.51756 -0.51735 -9.07364
H: -2.04417 1.47607 -7.66981
H: -2.24843 1.27156 -5.13919
H: -3.04032 -2.97051 -5.60029
H: -3.19920 -2.66159 -8.03988
C: 2.17681 -6.66086 -0.88930
C: 1.17188 -7.05616 0.01879
C: -0.01814 -6.32213 0.18169
C: -0.23715 -5.28355 -0.74379
C: 0.70772 -4.90705 -1.67105
C: 1.94249 -5.56340 -1.70892
N: -1.51135 -4.59724 -0.56780
O: -1.73549 -3.63052 -1.25431
O: -2.23203 -4.97551 0.35894
H: 3.10795 -7.20951 -0.89492
H: 1.25455 -7.90458 0.68514
H: -0.82693 -6.50821 0.86473
H: 0.48815 -3.99947 -2.20166
H: 2.73856 -5.18182 -2.33271
C: -3.13457 5.25895 -0.70298
C: -3.79394 4.27034 -0.01275
C: -3.67741 4.15361 1.36907
C: -2.83320 5.00610 2.04157
C: -2.20425 6.03094 1.39615
C: -2.34401 6.14559 0.00364
N: -2.74372 4.80393 3.51291
O: -2.98567 3.72929 4.01440
O: -2.45747 5.76034 4.17160
H: -3.29590 5.27086 -1.78164
H: -4.46085 3.58765 -0.54388
H: -4.20328 3.32354 1.80373
H: -1.44026 6.69983 1.80909
H: -1.84988 6.98456 -0.48394
C: -5.57974 -3.40391 1.77655
C: -6.01249 -2.28941 2.48140
C: -5.93965 -1.02948 1.90498
C: -5.33378 -0.95619 0.65720
C: -4.93446 -2.04322 -0.10647
C: -5.07440 -3.31178 0.48336
N: -5.19334 0.35135 -0.01426
O: -5.46131 1.35292 0.61963
O: -4.77112 0.40373 -1.14045
H: -5.78643 -4.37048 2.21244
H: -6.32116 -2.42151 3.52861
H: -6.15530 -0.14247 2.45447
H: -4.48879 -1.89219 -1.06827
H: -4.68493 -4.20404 -0.04844
C: 0.64224 2.08220 -3.41824
C: -0.24909 2.80051 -2.60930
C: -0.44909 4.19925 -2.82146
C: 0.22775 4.84486 -3.83308
C: 1.04020 4.11581 -4.68780
C: 1.24340 2.79192 -4.48747
N: -0.01258 6.25671 -4.02582
O: -0.92157 6.81620 -3.39071
O: 0.80229 6.84530 -4.70496
H: 0.81617 1.03915 -3.27278
H: -0.91489 2.38023 -1.86259
H: -1.18651 4.77076 -2.23586
H: 1.46829 4.66368 -5.51374
H: 1.82849 2.27575 -5.26828
C: 3.19362 -2.64401 -3.17945
C: 2.22250 -2.57226 -4.22143
C: 0.95811 -2.01375 -3.91563
C: 0.64163 -1.49345 -2.70569
C: 1.70218 -1.35685 -1.78404
C: 2.92261 -1.94402 -2.04084
H: 4.14253 -3.16051 -3.30940
H: 2.33444 -3.01351 -5.19640
H: 0.18843 -2.15952 -4.68945
H: -0.33829 -1.16264 -2.35865
H: 1.53070 -0.81964 -0.84887
H: 3.65162 -1.92288 -1.23827
C: -0.30039 -0.40777 1.76375
C: -0.94321 -0.93027 0.65347
C: -1.72214 -0.10501 -0.10239
C: -1.86366 1.22661 0.25020
C: -1.24602 1.73904 1.36721
C: -0.43116 0.90610 2.14180
H: 0.31539 -1.08709 2.33822
H: -0.86243 -2.00001 0.49575
H: -2.31226 -0.51476 -0.93000
H: -2.51962 1.87720 -0.33486
H: -1.35548 2.80753 1.59160
H: 0.07331 1.35341 3.01735

**Lowest unoccupied orbital energy**: -0.7 eV
**Frontier orbital gap**: 8.458 eV


# 2
C17H59N19O12 | wB97M-V/def2-TZVPD

CARTESIAN COORDINATES (ANGSTROEM)
C: -4.45310 2.39331 6.35088
C: -4.94485 3.14113 7.54961
O: -6.03005 3.90711 7.21756
H: -4.82095 1.36830 6.30460
H: -3.36633 2.36922 6.27060
H: -4.59857 3.04073 5.48614
H: -4.22341 3.90162 7.84843
H: -5.19228 2.47997 8.38012
H: -6.20035 4.45275 7.98883
C: -3.17561 3.30419 -5.89686
C: -4.35991 2.30038 -5.75126
O: -4.93561 2.14372 -7.03334
H: -3.44257 4.18730 -6.47733
H: -2.36082 2.78267 -6.39908
H: -2.82272 3.68070 -4.93675
H: -5.21063 2.81010 -5.29897
H: -4.09200 1.32769 -5.33871
H: -5.65210 1.51224 -6.93607
C: 5.48744 -0.07563 0.25561
O: 4.80094 -0.69852 -0.55048
N: 5.03587 0.88585 0.96553
N: 6.65772 -0.40268 0.67835
H: 5.77806 1.40361 1.41406
H: 4.08469 1.22538 0.95674
H: 7.20080 0.19794 1.28204
H: 7.08571 -1.24372 0.31840
C: 0.51339 -3.61485 -6.83785
O: 0.56080 -4.11319 -7.95114
N: -0.51530 -3.67547 -5.99311
N: 1.53793 -3.14070 -6.27187
H: -1.33557 -4.22284 -6.21143
H: -0.33919 -3.17765 -5.13214
H: 2.38548 -3.29631 -6.79870
H: 1.51158 -2.99194 -5.27324
C: -5.43778 -1.88142 1.56332
O: -4.57492 -1.58572 2.33052
N: -6.53540 -1.25119 1.44964
N: -5.37791 -2.72392 0.61475
H: -6.65710 -0.51480 2.13010
H: -7.07201 -1.31173 0.59612
H: -4.74983 -3.51486 0.62100
H: -6.09142 -2.80249 -0.09575
C: 2.52567 1.32730 5.86093
O: 2.49022 0.25637 5.28201
N: 3.42050 1.70087 6.64128
N: 1.62097 2.26695 5.72850
H: 4.18440 1.11151 6.93996
H: 3.39844 2.66133 6.95293
H: 0.90013 2.13139 5.03416
H: 1.73294 3.20854 6.07630
C: 0.45685 -4.15313 3.26930
O: 0.15008 -5.28129 3.02386
N: 1.66416 -3.72790 3.25490
N: -0.16737 -3.17778 3.86469
H: 2.35923 -4.35999 2.88417
H: 1.96485 -2.85644 3.66749
H: -1.15546 -3.28132 4.04646
H: 0.31518 -2.29986 3.99313
C: 4.85781 -6.62807 -2.73719
O: 5.34818 -7.59995 -3.26023
N: 4.76849 -5.40109 -3.14372
N: 4.24660 -6.72257 -1.54333
H: 4.99117 -5.15953 -4.09879
H: 4.10043 -4.81172 -2.66786
H: 4.27504 -7.47854 -0.87413
H: 3.31782 -6.36093 -1.70662
C: -1.46262 -6.61054 -1.83168
O: -0.30700 -6.23079 -1.95832
N: -2.09082 -6.66048 -0.71300
N: -2.22899 -6.71033 -2.90755
H: -1.66997 -6.34720 0.15004
H: -3.06573 -6.91979 -0.66384
H: -3.21728 -6.79949 -2.71932
H: -1.94767 -6.53828 -3.86220
C: 3.34173 5.65016 -3.07002
O: 2.85612 6.18726 -2.07286
N: 4.06319 6.29449 -3.92781
N: 3.19447 4.36331 -3.28311
H: 4.43717 5.81044 -4.73150
H: 4.10772 7.29225 -3.77749
H: 3.92254 4.05314 -3.91066
H: 2.76193 3.81057 -2.55683
C: 1.28267 7.60527 2.96718
O: 0.69966 7.78539 3.99661
N: 1.72731 8.57448 2.23454
N: 1.51163 6.48475 2.43237
H: 2.53124 8.42051 1.64287
H: 1.61172 9.48341 2.65949
H: 1.09407 5.76179 3.00075
H: 1.80031 6.48706 1.46451
C: -1.40023 -0.24813 -1.83432
C: -0.05906 -0.06758 -1.18893
C: -0.08917 0.13630 0.30364
O: -0.11374 1.47283 0.56958
C: -1.37040 2.10874 0.87416
N: 0.53958 -1.36241 -1.59457
H: -2.03163 0.63848 -1.77646
H: -2.02689 -0.94288 -1.27511
H: -1.22951 -0.38349 -2.90232
H: 0.49618 0.72294 -1.69379
H: 0.88713 -0.16298 0.68491
H: -0.85793 -0.44469 0.81309
H: -1.30155 3.13522 1.23431
H: -1.85473 1.51155 1.64674
H: -1.93281 2.14242 -0.05894
H: 0.12085 -2.14658 -1.11515
H: 1.43198 -1.29752 -1.12607

**Lowest unoccupied orbital energy**: -0.1 eV
**Frontier orbital gap**: 8.878 eV
**ΔE to the lowest compared entry with this formula, charge and spin**: 25.0 kcal per mole


# 3
C10H18Cl2ErN2S | wB97M-V/def2-TZVPD

CARTESIAN COORDINATES (ANGSTROEM)
Er: 0.18401 0.20794 0.27872
Cl: 1.79314 1.96531 -0.34544
Cl: -1.42382 -0.98030 1.76564
C: -0.74463 2.57759 1.82718
H: -0.80680 1.85804 2.64873
H: -0.23944 3.52774 2.01036
C: -0.83423 -0.30315 -1.62625
C: -1.44266 2.39536 0.65804
H: -0.54839 -1.06982 -2.37874
C: -1.47929 3.46610 -0.40955
H: -2.14014 1.54889 0.54309
C: -2.31069 3.02812 -1.62940
H: -1.89373 4.40690 0.00065
H: -0.44095 3.70687 -0.70434
C: -1.61831 1.96408 -2.50109
H: -3.29121 2.67329 -1.29106
H: -2.48650 3.91166 -2.25062
C: -1.95669 0.51560 -2.13439
H: -1.94187 2.13953 -3.53366
H: -0.53201 2.12790 -2.47326
H: -2.69911 0.46077 -1.31446
H: -2.46067 0.04501 -3.00525
S: 1.88209 -1.62425 -0.73107
C: 1.83003 -2.63992 0.62790
N: 2.05564 -2.28570 1.92160
C: 2.07439 -3.43071 2.81781
C: 1.73985 -4.60279 1.89692
N: 1.59663 -3.96853 0.59621
H: 2.40121 -1.35906 2.17218
H: 1.32783 -3.31381 3.60499
H: 3.05560 -3.55204 3.28439
H: 0.81598 -5.10083 2.19985
H: 2.54205 -5.34442 1.87313
H: 1.40051 -4.44900 -0.27806

**Total charge**: -1
**⟨S²⟩**: 3.76
**Lowest unoccupied orbital energy (alpha / beta)**: 2.4 / 2.4 eV
**Frontier orbital gap (alpha / beta)**: 3.040 / 3.113 eV
**ΔE to the lowest compared entry with this formula, charge and spin**: 16.7 kcal per mole
**Spin multiplicity**: 4


# 4
C6H10O2 | wB97M-V/def2-TZVPD

CARTESIAN COORDINATES (ANGSTROEM)
C: 1.20165 -1.36471 0.34538
C: 1.39098 -1.29885 -0.93802
C: 0.57985 -0.70032 1.42097
C: -0.47686 0.14139 0.72107
C: 0.83967 2.00695 0.08201
C: -2.27561 -0.51559 -0.73180
O: -0.19008 1.06473 -0.17348
O: -1.64156 -0.44563 0.63907
H: 0.81268 -0.64279 -1.57204
H: 2.02853 -1.99779 -1.37697
H: -0.06084 -1.29535 2.06641
H: 1.46081 -0.24613 1.89860
H: 0.54063 3.07218 0.02562
H: 1.60580 1.86244 -0.58832
H: 1.39554 1.95720 1.05450
H: -2.39296 -1.60749 -0.74844
H: -1.67532 0.03195 -1.39505
H: -3.14291 -0.02218 -0.72952

**Lowest unoccupied orbital energy (alpha / beta)**: 0.8 / 0.8 eV
**Frontier orbital gap (alpha / beta)**: 7.618 / 6.981 eV
**ΔE to the lowest compared entry with this formula, charge and spin**: 143.0 kcal per mole


# 5
C34H55F6N7O3P2SbW | wB97M-V/def2-TZVPD

CARTESIAN COORDINATES (ANGSTROEM)
W: -0.50143 -1.33457 -0.27986
C: -0.79524 -5.97263 2.45652
N: -1.45993 -5.37647 1.32396
C: -1.91387 -6.26207 0.21351
P: -1.52461 -3.70696 1.01905
O: -0.17232 -2.90086 0.95441
O: -2.22008 -3.49397 -0.29735
P: -2.36871 0.00372 -2.65242
O: -2.03188 -0.94741 -1.51424
N: -3.75008 0.74812 -2.41150
C: -4.09147 2.15634 -2.64869
C: -4.80766 -0.11437 -1.98802
N: -2.05921 -0.85621 -3.98703
C: -2.48618 -0.53052 -5.35700
C: -1.16302 -2.00916 -3.85979
N: -2.30210 -3.00714 2.32592
C: -1.61535 -2.38244 3.46438
C: -3.76774 -3.22223 2.42769
H: -0.93734 -7.06463 2.28874
H: -1.28835 -5.76807 3.44389
H: 0.25404 -5.71159 2.47390
H: -3.05053 -6.29339 0.14846
H: -1.48682 -7.26593 0.33044
H: -1.53296 -5.89973 -0.74721
H: -3.25037 2.62799 -3.18426
H: -4.30758 2.57989 -1.62921
H: -4.99950 2.23182 -3.24095
H: -4.43638 -1.15031 -1.86573
H: -5.62417 -0.15554 -2.68473
H: -5.19800 0.10118 -0.96619
H: -3.54990 -0.22494 -5.32869
H: -2.33310 -1.42569 -5.93734
H: -1.96367 0.35488 -5.74970
H: -1.04933 -2.61160 -4.77598
H: -1.45741 -2.67316 -3.05764
H: -0.12201 -1.70089 -3.63163
H: -0.53885 -2.30366 3.41854
H: -1.78434 -2.88847 4.41809
H: -1.97229 -1.33451 3.60330
H: -4.23299 -3.42222 1.46569
H: -4.26577 -2.23907 2.67583
H: -4.00382 -4.02925 3.14034
C: 5.27712 -0.51395 3.48925
C: 4.59688 0.78822 3.56419
C: 5.18683 1.81875 4.35372
C: 4.87385 3.17617 4.16543
C: 3.76161 3.54507 3.35023
C: 3.09857 2.54337 2.66645
C: 3.52971 1.20241 2.68427
N: 3.06724 0.30602 1.66594
C: 1.80918 -0.26909 1.50617
N: 0.86679 -0.12684 2.51818
C: -0.42500 0.43284 2.35147
C: -1.25468 -0.04024 1.25324
C: -2.56402 0.50131 1.11744
C: -2.98708 1.53197 1.94666
C: -2.24523 1.90953 3.08735
C: -0.99329 1.32829 3.32411
C: -0.26787 1.65749 4.57697
N: 1.57545 -1.01099 0.43383
C: 2.54959 -1.44940 -0.52800
C: 2.86337 -0.63432 -1.65193
C: 3.84443 -1.01554 -2.60414
C: 4.48760 -2.23941 -2.46355
C: 4.22753 -3.06854 -1.35452
C: 3.20097 -2.72231 -0.44024
C: 2.86373 -3.64290 0.70935
H: 6.30853 -0.34909 3.83185
H: 5.26160 -0.95522 2.46813
H: 4.79209 -1.26689 4.09354
H: 5.97117 1.58761 5.05069
H: 5.39537 3.90743 4.72217
H: 3.49482 4.59784 3.20631
H: 2.30415 2.85393 1.97248
H: 3.78656 -0.02537 1.03590
H: 1.26205 0.12008 3.41652
H: -3.24820 0.14689 0.31036
H: -3.96856 1.97340 1.75152
H: -2.61612 2.58984 3.85408
H: -0.90522 2.33779 5.14131
H: 0.63351 2.20123 4.42858
H: -0.17160 0.78076 5.25220
H: 2.45346 0.32787 -1.72098
H: 4.09392 -0.37128 -3.44740
H: 5.23099 -2.62350 -3.15807
H: 4.87885 -3.92435 -1.14194
H: 1.73769 -3.81227 0.82340
H: 3.24765 -3.22493 1.66438
H: 3.31651 -4.64321 0.63043
C: -0.49892 7.26930 -0.67106
C: -0.56821 5.92305 -1.33499
C: -0.52834 5.80283 -2.83262
C: -0.70041 4.86401 -0.49180
H: 0.36721 7.20913 0.02234
H: -1.39079 7.33538 -0.06297
H: -0.45466 8.13830 -1.33348
H: -1.24771 5.15139 -6.45677
H: 0.15647 4.96010 -3.09501
H: -0.21279 6.72966 -3.28923
H: -1.56954 5.60958 -3.19781
H: -0.75123 5.03909 0.62677
H: -0.88602 3.83035 -0.84591
F: 0.22697 0.17953 -1.33367
Sb: 1.76490 1.23120 -6.66008
F: -1.44491 1.22291 -2.91971
F: 3.58643 1.66103 -6.96879
F: -2.08429 5.35539 -6.11608
F: 1.95439 2.16406 -4.88927
F: 2.24127 -0.43705 -5.85472

**Total charge**: +2
**⟨S²⟩**: 3.77
**Lowest unoccupied orbital energy (alpha / beta)**: -5.4 / -9.0 eV
**Frontier orbital gap (alpha / beta)**: 7.058 / 3.495 eV
**ΔE to the lowest compared entry with this formula, charge and spin**: 0.0 kcal per mole
**Spin multiplicity**: 4


# 6
C21H38N3O2 | wB97M-V/def2-TZVPD

CARTESIAN COORDINATES (ANGSTROEM)
C: 3.31094 1.65612 3.76633
C: 1.92500 1.68942 2.87244
C: 1.79735 0.48390 1.76938
C: 2.12263 -1.02482 2.36905
C: 2.55879 -1.94048 1.05438
C: 0.88038 -1.67489 3.23923
C: 1.05644 -1.16947 4.78901
N: 1.00988 -0.57464 5.95438
C: 1.09267 -3.33338 3.27868
C: 2.54136 -3.71076 3.97192
N: 3.83864 -3.84625 4.15674
C: -0.60565 -1.43453 2.59100
C: -1.46158 -0.19794 3.24070
C: -2.36007 0.62609 2.09543
O: -2.48707 -0.82714 4.13394
H: 3.45432 2.72731 4.21569
H: 3.10736 0.88756 4.65068
H: 4.21025 1.31898 3.07920
H: 1.00736 1.78490 3.59428
H: 1.97311 2.70586 2.24812
H: 0.76922 0.54277 1.18331
H: 2.63329 0.67729 0.94062
H: 3.07230 -1.04220 3.08833
H: 1.67670 -2.04451 0.26312
H: 3.40166 -1.31225 0.48892
H: 3.05773 -2.96152 1.33360
H: 0.26247 -3.71820 4.04045
H: 0.90092 -3.84352 2.24326
H: -1.23970 -2.43740 2.70055
H: -0.53343 -1.21796 1.42448
H: -0.82725 0.62249 3.78189
H: -2.80002 1.56056 2.68298
H: -3.27481 0.00906 1.70425
H: -1.66067 1.05836 1.26229
H: -3.24113 -1.20536 3.57016
C: -3.17488 0.45247 -3.81729
C: -2.20039 1.10907 -2.79996
C: -1.62831 2.44095 -3.36741
C: -0.50557 2.27071 -4.38520
C: 0.57108 1.32384 -3.86806
C: -0.00992 -0.04325 -3.42415
N: -1.13583 0.11209 -2.44250
O: -0.57769 0.49681 -1.21009
C: -0.48512 -0.82481 -4.68297
C: 1.14823 -0.92754 -2.86274
C: -3.11996 1.49200 -1.59138
H: -3.12565 -0.64300 -3.77878
H: -4.22161 0.70307 -3.61534
H: -2.97976 0.76788 -4.84762
H: -1.23848 3.05432 -2.54455
H: -2.43393 3.02805 -3.82774
H: -0.90648 1.91228 -5.33958
H: -0.05581 3.24852 -4.59702
H: 1.32833 1.17932 -4.64981
H: 1.09147 1.80401 -3.03186
H: -0.93724 -1.78137 -4.40434
H: 0.36498 -1.04543 -5.34306
H: -1.19621 -0.27907 -5.29815
H: 1.67460 -0.45887 -2.02473
H: 1.90601 -1.11772 -3.63293
H: 0.77099 -1.90212 -2.52868
H: -3.54654 0.60031 -1.11691
H: -3.95543 2.12300 -1.92016
H: -2.59026 2.07103 -0.82576

**⟨S²⟩**: 0.75
**Lowest unoccupied orbital energy (alpha / beta)**: 0.4 / -0.8 eV
**Frontier orbital gap (alpha / beta)**: 10.009 / 9.358 eV
**Spin multiplicity**: 2